{
  "formula": "C39H40F6FeOP2",
  "method": "ωB97M-V/def2-TZVPD",
  "multiplicity": 5,
  "energy_ha": -4130.8231,
  "e_lumo_ev": [-0.01, -0.92],
  "orbital_gap_ha": [0.265, 0.232],
  "elements": ["Fe", "C", "C", "C", "C", "C", "C", "C", "C", "C", "H", "H", "H", "H", "H", "H", "H", "H", "H", "H", "H", "H", "H", "H", "H", "P", "P", "C", "C", "C", "C", "C", "C", "C", "C", "C", "C", "C", "C", "C", "C", "C", "C", "C", "C", "C", "C", "C", "C", "C", "C", "C", "C", "H", "H", "H", "H", "H", "H", "H", "H", "H", "H", "H", "H", "H", "H", "H", "H", "H", "H", "H", "H", "H", "H", "C", "C", "O", "C", "F", "F", "F", "C", "F", "F", "F", "H", "H", "H"],
  "xyz": [[1.474796, -0.654402, 2.695910], [-2.951245, 0.228427, 4.851597], [-3.229353, 0.113319, 3.543125], [-3.319382, 1.243569, 2.587172], [-1.975258, 1.937973, 2.229466], [-1.179019, 2.632490, 3.301568], [-1.537946, 2.897704, 4.552403], [-2.932240, 2.840069, 5.065957], [-3.274524, 1.452315, 5.664670], [3.310013, -1.184547, 1.921082], [-2.720050, -0.672603, 5.434899], [-3.374510, -0.888915, 3.106735], [-4.016377, 2.006859, 2.941141], [-3.759374, 0.877556, 1.641354], [-1.324605, 1.176267, 1.760529], [-2.170271, 2.651769, 1.400772], [-0.129908, 2.851671, 3.035755], [-0.799982, 3.254718, 5.275185], [-3.665278, 3.112980, 4.302044], [-3.054779, 3.587227, 5.866042], [-2.739940, 1.358237, 6.620962], [-4.346286, 1.466261, 5.938307], [4.006458, -1.772538, 2.546636], [3.778031, -0.230141, 1.588867], [2.971759, -1.782623, 1.057405], [-0.163632, -1.735612, -3.148616], [1.452409, 0.561233, -3.347487], [-1.065300, -0.262929, -3.724960], [-0.272780, 0.838897, -3.802622], [-0.611367, -2.931267, -4.494764], [-1.694891, -2.724114, -5.364104], [-2.040217, -3.698265, -6.308104], [-1.274536, -4.864074, -6.422441], [-0.120225, -5.026150, -5.642649], [0.219427, -4.057517, -4.695724], [-1.103142, -2.210551, -1.648268], [-0.844333, -1.517297, -0.444943], [-1.559668, -1.813493, 0.707618], [-2.631387, -2.716120, 0.655744], [-2.904918, -3.378585, -0.547758], [-2.146105, -3.144344, -1.691792], [2.222340, 0.944219, -5.030065], [2.037032, 0.031253, -6.090815], [2.577419, 0.315836, -7.348415], [3.321897, 1.485029, -7.553361], [3.547790, 2.360073, -6.486157], [3.005450, 2.084023, -5.232018], [1.759448, 2.069197, -2.358415], [3.007395, 2.148448, -1.704331], [3.346962, 3.290898, -0.981957], [2.454089, 4.365903, -0.899641], [1.206034, 4.277503, -1.522737], [0.850001, 3.128217, -2.235184], [-2.103398, -0.312178, -4.062962], [-0.564483, 1.807802, -4.210993], [-2.286060, -1.814251, -5.313438], [-2.908958, -3.533972, -6.943784], [-1.567115, -5.633951, -7.134313], [0.507824, -5.910793, -5.771882], [1.121053, -4.168197, -4.091556], [-0.113981, -0.705475, -0.434773], [-1.321797, -1.320976, 1.654851], [-3.244829, -2.890507, 1.537088], [-3.734743, -4.083513, -0.589343], [-2.394607, -3.631230, -2.636058], [1.479646, -0.893566, -5.941022], [2.425320, -0.382030, -8.172673], [3.742617, 1.701839, -8.537284], [4.155778, 3.255998, -6.626377], [3.198993, 2.768197, -4.402230], [3.703833, 1.310284, -1.778433], [4.316118, 3.342070, -0.483479], [2.732153, 5.268348, -0.355148], [0.501816, 5.105114, -1.454570], [-0.134687, 3.070100, -2.696093], [-0.063110, -1.391530, 6.417333], [1.123076, -0.634939, 5.824467], [0.950719, -0.487382, 4.431414], [1.204794, 0.839161, 6.371839], [1.635231, 0.987993, 7.665520], [1.972971, 1.621722, 5.576912], [-0.051106, 1.388989, 6.344756], [2.483552, -1.365151, 6.121991], [2.683835, -1.690897, 7.443263], [2.477864, -2.531607, 5.417885], [3.543332, -0.630675, 5.704791], [-0.982026, -0.933021, 6.029431], [-0.097564, -1.436549, 7.523878], [-0.007980, -2.409239, 6.005396]],
  "forces_ev_per_a": [[1.071, -0.329, 0.661], [-1.294, -0.291, -0.529], [0.696, -0.865, 0.629], [-0.614, 0.781, -0.862], [-0.195, 0.077, -0.675], [0.749, -0.365, 0.227], [0.125, 0.792, -0.294], [-0.606, -0.350, 0.565], [0.546, 0.556, 0.771], [-0.680, 0.443, -0.406], [-0.505, 0.295, -0.341], [0.653, 0.367, 0.228], [0.003, -0.184, -0.165], [0.266, 0.131, 0.301], [-0.077, 0.160, 0.187], [0.003, -0.277, 0.339], [-0.488, -0.284, 0.063], [-0.120, 0.044, -0.507], [0.277, 0.011, 0.214], [0.058, -0.229, -0.182], [-0.080, 0.117, -0.126], [0.317, -0.291, -0.197], [-0.586, 0.373, -0.159], [-0.116, -0.762, 0.027], [0.639, 0.176, -0.008], [-0.005, -1.181, -0.348], [1.281, 0.887, -0.343], [0.842, 1.059, -0.096], [-0.907, -1.225, -0.266], [-0.173, -0.103, -0.013], [0.113, -0.627, -0.045], [0.372, 0.002, 0.200], [0.095, 0.260, 0.143], [-0.249, 0.197, -0.034], [-0.529, 0.217, 0.066], [-0.880, 0.154, -0.099], [0.043, -0.286, -0.449], [-0.438, -0.105, 0.012], [0.456, -0.062, -0.442], [-0.181, -0.028, 0.390], [0.159, 0.305, 0.347], [-0.172, 0.000, 0.353], [0.225, 0.547, 0.093], [0.067, 0.151, 0.191], [-0.039, -0.060, 0.237], [0.001, -0.254, -0.202], [-0.025, 0.022, -0.071], [0.402, 0.413, -0.136], [-0.477, 0.275, -0.087], [-0.047, 0.025, -0.014], [-0.073, -0.229, -0.183], [0.107, -0.180, 0.121], [0.411, 0.157, 0.220], [0.218, 0.322, 0.294], [-0.282, -0.319, 0.021], [0.039, -0.275, 0.056], [0.203, -0.116, 0.087], [0.113, 0.165, 0.119], [-0.205, 0.299, 0.046], [-0.252, -0.012, -0.087], [0.065, -0.307, -0.016], [-0.178, 0.015, -0.258], [0.165, -0.063, -0.160], [0.151, 0.165, 0.001], [0.101, 0.012, 0.311], [0.023, 0.213, 0.006], [0.030, 0.175, 0.218], [-0.143, -0.078, 0.296], [-0.197, -0.256, 0.008], [-0.133, -0.181, -0.272], [-0.169, 0.224, 0.031], [-0.263, 0.030, -0.126], [-0.086, -0.249, -0.111], [0.151, -0.152, 0.016], [0.290, 0.096, 0.120], [-0.067, -0.312, 0.042], [0.323, 0.944, -0.666], [-0.070, -0.331, 1.588], [-0.610, 0.791, 0.143], [-0.153, -0.494, -1.295], [-0.333, -0.527, 0.794], [0.969, -0.613, 0.191], [-0.048, -0.374, -0.133], [-0.337, 0.499, -1.461], [0.268, 0.673, 0.579], [-0.664, -0.635, 0.417], [0.525, -0.087, 0.257], [0.213, 0.118, -0.624], [-0.076, 0.210, 0.264]],
  "mulliken_charge": [0.50, -0.25, -0.26, -1.20, 0.03, -0.57, -0.20, -0.97, -0.85, -0.97, 0.67, 0.27, 0.41, 0.45, -0.14, 0.39, 0.45, 0.32, 0.34, 0.41, 0.27, 0.40, 0.37, 0.26, 0.27, 0.28, 0.26, -0.68, -0.48, 0.63, -0.09, -0.65, -0.44, -0.59, -0.48, 0.38, 0.10, -0.06, -0.96, -0.69, -0.55, 0.35, -0.32, -0.60, -0.46, -0.62, -0.36, 0.66, -0.46, -0.68, -0.47, -0.74, -0.22, 0.60, 0.68, 0.14, 0.39, 0.36, 0.36, 0.38, 0.38, 0.03, 0.36, 0.37, 0.31, 0.29, 0.40, 0.35, 0.37, 0.27, 0.41, 0.43, 0.40, 0.40, 0.28, -1.21, 1.23, -0.50, 0.45, -0.29, -0.26, -0.20, 0.42, -0.28, -0.25, -0.23, -0.14, 0.36, 0.47]
}